Below is 16 unconnected molecules or ions with the total composition C50H141N9O16 in a non-equilibrium geometry, with properties calculated with the ωB97M-V functional and the def2-TZVPD basis.

```
216
Properties=species:S:1:pos:R:3:forces:R:3
C -2.64078 3.82379 6.02698 -0.90 -0.59 0.79
N -1.42755 -5.80565 -0.71241 0.11 -1.38 0.63
C 5.77233 4.15342 0.60511 0.34 -1.15 -0.70
H -7.76376 -1.21729 -3.16762 -0.26 0.00 -0.02
H 0.03332 -0.39098 -7.80171 -0.18 0.24 0.02
H -2.98453 4.65023 8.08896 0.09 -0.70 -0.13
H -4.12680 -9.37275 -0.01958 -0.26 -0.51 -0.04
N -8.97721 -3.51151 -3.80588 -0.58 -0.10 0.67
H 0.35914 8.73875 -1.45255 -0.04 0.24 -0.07
H -7.20538 -4.23560 -3.04019 0.28 0.01 -0.11
H -1.36486 3.90089 -8.02555 0.23 -0.18 0.29
H -3.65872 3.59688 5.71010 -0.62 -0.07 0.99
H -0.37299 -0.35859 1.50737 -0.14 -0.27 0.17
H -0.37881 -0.06979 -2.36173 -0.18 -0.16 -0.36
H -3.30051 5.69970 6.80252 0.14 0.24 -0.23
C 6.42501 -1.43708 -6.32400 0.06 0.59 0.09
H -9.37026 -2.61442 -4.05254 0.50 0.60 -0.31
H 3.16904 1.29603 -5.71297 -0.18 0.08 -0.14
H -5.61386 -8.46949 -0.35068 -0.04 0.48 -0.18
N 4.02289 2.28239 -8.28615 -0.50 -0.75 -0.01
H -3.16169 -4.97084 -1.23229 -1.33 -0.42 -0.55
H -4.63085 -3.58022 2.93880 0.40 -0.15 -0.30
H -4.70341 -3.85050 6.83815 -0.18 0.19 -0.41
H 5.35753 5.11748 5.96888 0.48 -0.34 0.29
C 5.13599 0.30525 -7.32671 0.35 0.47 1.11
C -2.09148 -5.60610 -2.98601 -0.61 -0.21 -1.16
H 0.27962 -1.97772 -8.40868 -0.06 -0.28 -0.01
O 3.71202 3.16689 1.28695 -2.10 0.19 -0.18
H 5.66592 2.37981 -7.08307 0.47 -0.27 0.51
C -4.21099 -4.64137 4.81340 -1.88 1.38 0.82
H -2.76496 -6.02176 -3.73551 -0.31 0.23 -0.15
H -4.04326 9.57996 -0.56276 0.11 0.00 -0.10
N -3.69856 7.59555 1.25685 0.03 0.41 0.57
H -6.81741 -2.14553 -4.31952 -0.12 -0.07 -0.05
C -9.04782 7.11263 4.42861 0.22 -0.09 0.15
H 11.05799 -2.57126 3.12913 0.00 0.53 0.06
O -1.35638 7.54817 -1.58658 1.31 -0.86 -1.09
H 9.36412 0.13846 -0.37637 0.25 0.08 -0.07
C -2.60270 4.91846 7.10389 -0.55 0.41 -0.46
C -9.50936 6.53187 3.13076 0.05 -0.63 -1.60
O 5.85264 -0.12451 -6.15256 0.21 -0.82 -0.56
H 5.65221 5.53756 10.03602 0.36 0.37 -0.11
H 1.65300 0.25077 -9.88719 0.16 0.09 0.09
H -3.04935 -3.64284 6.24207 0.29 -0.24 0.55
H -3.06918 -6.18832 4.71483 0.65 -0.25 0.29
H 3.55540 3.03651 -5.85192 -0.08 0.01 0.16
H -5.29021 8.35487 -0.78783 -0.06 -0.07 0.31
H -8.01912 7.38918 4.19753 0.06 0.60 0.32
H -1.64171 5.40339 7.27547 0.20 -0.31 -0.32
H 4.75521 6.54837 6.67442 -0.22 0.37 0.11
H 1.93883 -10.21156 -4.35244 -0.42 0.10 -0.15
H -9.95134 5.61229 5.70515 -0.12 0.13 0.22
C -2.27434 4.00032 -7.43304 -0.25 1.04 0.33
H -1.40078 5.72886 -6.37205 0.26 -0.12 -0.48
H -7.46092 -1.69122 4.08133 0.12 0.13 0.29
C 8.13570 -7.11283 -2.73219 1.01 -1.75 0.56
H 8.72513 -7.73270 -3.40778 0.08 0.01 -0.26
O 5.57896 5.24959 8.03941 -1.19 -0.21 -0.71
H -4.82847 -8.41032 1.26844 -0.32 -0.08 -0.08
H -0.86267 -4.96888 -0.74127 -0.30 0.29 -0.65
H -9.78567 -4.41362 0.61931 -0.23 0.32 -0.11
H -8.58709 6.52622 6.45677 -0.37 0.16 0.05
H 6.36330 -7.10044 -0.92151 -0.39 0.54 0.41
C 5.02979 5.86739 9.20422 0.30 -1.00 -0.02
C -3.89519 -4.32899 6.28505 -0.31 0.18 -0.66
C 11.80949 -2.50597 2.34232 0.37 1.40 -0.51
H 3.62083 3.07797 7.79745 -0.53 0.10 0.26
H 8.84066 -8.17010 -0.81232 0.49 0.20 -0.54
H 13.31720 -3.71836 1.75091 -0.23 0.00 -0.91
H -4.23453 -7.27744 -2.13039 -0.22 0.25 0.03
H 5.67876 5.06302 1.19838 -0.28 -0.27 0.28
H -10.43382 5.96082 3.21657 -0.37 -0.10 0.17
C -4.66819 -8.45046 0.19103 1.13 -0.50 0.34
H 2.35381 2.94195 6.50234 0.01 0.13 0.16
O -5.93722 -2.98302 4.34365 0.22 -0.32 0.43
H -6.29264 -1.59169 2.80290 0.27 -0.24 -0.32
H -3.88173 -2.54364 4.15204 0.08 0.16 0.27
C 3.66517 -3.09359 3.77415 -0.85 0.15 -0.56
C -1.73822 1.56551 -0.75153 0.07 -0.17 0.08
H -7.43213 -3.32187 -0.73384 0.25 -0.11 0.09
C -4.60211 -3.34804 4.00340 -0.71 -1.14 0.20
H -9.11290 5.70699 0.61616 -0.52 0.24 0.12
H 2.69983 -7.72981 -4.52836 -0.20 -0.29 -0.38
N -9.85037 8.26501 4.82054 0.16 0.34 -0.05
H 1.05766 -9.05858 -3.23866 -0.43 -0.49 -0.28
N 2.70493 5.39571 5.49460 0.00 0.09 -0.36
H 3.61264 -2.47546 4.67040 -0.04 -0.35 0.24
H 3.68845 3.21602 -8.09491 0.07 0.12 -0.21
C -1.82361 7.74510 -0.27671 -0.97 1.24 -0.25
C 5.06696 2.91508 1.16865 0.45 0.61 1.35
H 0.46422 0.83107 0.92665 0.16 0.37 -0.19
C 3.37352 4.89970 6.67806 -0.14 -0.31 2.41
H 10.15552 -1.19300 -1.24466 -0.33 -0.15 -0.31
H -9.73787 -3.83456 -3.22525 -0.28 -0.94 -0.08
N -3.12600 -5.32135 4.19981 1.20 -0.57 -0.73
H 11.79407 -2.60442 0.16422 0.45 0.49 -0.31
H -0.59610 0.38740 -10.01598 0.16 0.68 0.20
H -5.01623 -5.37484 4.77205 -1.01 0.65 0.18
H -9.36605 4.19819 1.56976 -0.22 -0.05 -0.29
C -0.32215 -1.08253 -8.56559 0.75 -1.01 1.12
H 4.06262 5.44513 9.47695 -0.41 0.27 -0.34
H -4.64151 7.29287 1.45516 -0.09 0.05 -0.13
C -0.08875 -0.57365 -9.93182 -1.72 1.33 -1.25
H 3.56466 3.77759 2.01284 -0.06 0.07 0.03
H -2.94553 4.53841 -8.10240 -0.30 -0.03 0.16
O -2.06211 4.19803 4.81995 1.35 0.86 -0.87
H 4.66688 2.29724 -9.06406 -0.15 0.27 -0.25
H -2.20374 2.87488 6.33787 0.18 0.01 0.53
H 2.50592 -4.66259 2.76608 0.02 0.02 -0.18
H 1.76184 5.03921 5.55449 -0.23 -0.45 -0.37
H 13.56707 -1.40086 1.68551 -0.02 -0.15 -0.11
O -8.86610 -4.74847 -1.23313 0.30 -0.83 0.50
H -1.66360 8.80379 -0.07259 0.00 0.34 0.50
O -3.76557 -7.40360 -0.06595 -0.15 1.31 -1.38
H 4.62889 1.91416 -4.97927 -0.04 0.10 -0.02
H 2.69416 -0.53089 -1.97941 0.41 -0.04 0.07
H 0.60659 7.08255 -0.98789 -0.06 -0.24 0.12
C 2.02868 -1.39416 -1.97534 -0.64 0.81 -0.15
C -3.36792 7.52160 -0.15126 0.09 0.33 -0.73
C 2.49325 -4.08443 3.69002 1.61 -0.44 1.47
H 5.70468 -2.24297 -6.46458 -0.49 0.21 -0.21
H 5.40093 2.71293 2.18635 0.72 -0.18 0.08
C -9.03958 -5.05003 0.14347 -0.12 0.22 0.04
H -1.96133 -4.54791 -3.21271 -0.09 0.04 0.15
C 1.99877 -9.54766 -3.49003 -0.18 -0.24 -0.70
H -9.06087 -2.77560 -1.17547 0.10 0.73 0.02
H 1.70814 -1.54762 -3.00577 0.04 -0.25 -0.26
H 4.11653 2.96904 6.21119 -0.20 -0.31 -0.59
C 3.96742 2.02748 -5.83818 0.25 -0.28 -0.04
C -6.39085 -1.73631 3.87879 0.11 -0.10 -0.02
C 4.80554 5.47209 6.83931 -0.03 0.35 -0.48
H 8.61018 -1.39787 -0.28528 0.13 -0.65 0.01
C 2.95957 -8.40170 -3.71031 -0.11 -0.82 0.08
H -5.84287 -0.93016 4.36658 -0.13 0.25 0.14
H 6.99071 -1.73033 -5.43963 -0.02 0.49 0.13
H -3.51790 -5.66207 3.33354 0.36 0.06 -0.71
H 3.51621 -2.38142 2.96254 0.42 0.00 -0.26
H 2.57736 -4.74770 4.55090 0.50 -0.69 -0.18
C -8.26792 -3.48429 -1.41440 -0.53 0.43 -0.48
O 10.42027 -1.11967 0.78056 0.54 -0.50 0.86
C 4.75077 1.78875 -7.11845 0.08 -0.28 -0.04
H -2.63706 1.70681 -0.15135 0.05 0.10 0.00
H -2.85331 5.85045 -4.72398 0.09 0.00 0.05
C 12.84359 -1.36300 2.49991 -1.00 1.23 0.05
H -1.25930 7.20582 0.48410 0.00 -0.55 -0.05
H -1.37776 4.20502 -5.50382 0.08 -0.05 0.20
H -6.21464 -1.82104 -2.72066 0.06 -0.42 0.26
H 5.33738 4.33198 -0.37827 0.18 0.22 -0.09
H -2.68144 3.01258 -7.21683 0.00 0.12 0.08
H 5.76703 0.24907 -8.21370 0.20 -0.22 -0.17
H 10.33232 -3.19186 0.75386 -0.28 -0.22 0.67
H 8.69597 -6.18998 -2.58211 -0.04 -0.09 0.37
H 4.63463 -3.58786 3.71126 -0.09 0.06 -0.12
H -8.11563 -4.88342 0.69722 0.24 -0.19 0.01
O 1.23216 -0.46349 -10.37126 0.47 -0.34 0.01
N -0.49172 0.51949 1.02264 -0.67 -1.07 -0.24
H -1.76018 -0.54944 -0.46298 0.25 -0.28 0.76
C -3.37286 -7.21994 -1.46531 0.24 0.63 1.64
H -3.72007 -5.25288 6.83629 0.56 0.02 -0.06
C -1.98134 4.83072 -6.16132 -0.09 0.03 0.17
H -0.68814 -1.08152 -10.68740 0.51 -0.87 -0.03
H -9.38613 -6.07242 0.29419 0.21 -0.03 -0.42
C -8.98415 6.08751 5.54137 0.37 -0.36 0.03
C -4.23104 8.57045 -0.92846 0.49 -0.67 0.32
H -9.71902 9.00632 4.14726 0.25 0.26 -0.06
H -4.09446 8.49342 -2.00712 0.39 0.14 0.03
H 12.41883 -0.35919 2.49335 -0.28 0.07 -0.29
C -8.70417 5.04262 1.37750 -0.57 0.44 0.59
C 7.92832 -7.91870 -1.35318 1.77 0.08 -2.92
H -1.35977 -1.35131 -8.36760 -0.03 0.21 -0.11
H 2.25961 -10.18063 -2.64184 0.34 0.29 0.08
H -7.81066 4.66510 0.88029 0.48 0.07 0.85
O 2.92107 -7.68621 -2.51598 0.91 1.17 1.00
H 4.28676 -0.36704 -7.44887 -0.38 0.24 -0.22
C 9.59119 -0.92731 -0.35076 0.55 0.32 0.34
H 2.52594 6.38400 5.60109 0.40 0.43 -0.08
C -2.63350 -5.85333 -1.59329 1.92 0.25 0.89
H 13.40172 -1.36690 3.43617 -0.08 -0.62 0.13
H 5.11518 1.95980 0.64595 0.60 0.38 -0.57
H -8.27933 5.29346 5.29474 -0.06 -0.08 -0.27
H 2.06153 -7.26232 -2.46036 -0.06 0.07 0.16
H 0.63753 -4.01116 4.22055 -0.04 -0.01 -0.11
H 7.11086 -1.43353 -7.17117 0.06 -0.03 -0.15
O 7.25618 -7.06989 -0.57020 -2.39 1.36 2.37
C -7.83743 -3.36236 -2.87872 -0.16 -0.02 -0.15
C 0.09071 7.71439 -1.71089 -0.88 0.18 1.10
N 12.59044 -3.69909 2.45202 0.53 -2.27 -0.87
C 11.05774 -2.40025 0.94155 0.09 0.04 0.39
O 0.91350 -1.12249 -1.16013 -0.88 0.33 1.16
O 1.31428 -3.40699 3.90656 -1.59 1.29 -0.33
H -10.83526 8.06042 4.72977 -0.27 -0.34 0.25
O -3.15104 5.29742 -5.45000 -0.01 -0.79 -0.77
H -3.66009 6.55664 -0.56549 0.39 -0.35 -0.24
H -9.63435 7.28784 2.35552 -0.52 0.62 0.20
H -1.68486 -5.88904 0.26069 -0.22 -0.24 0.13
H 2.81070 5.19129 7.56480 -0.12 0.67 0.32
H -2.71212 -8.05151 -1.71032 0.34 0.06 -0.22
H 7.22421 -6.84982 -3.26896 -0.33 -0.23 0.42
C -1.04573 0.26354 -0.33365 2.12 1.21 -1.21
H 6.83572 3.93768 0.50136 0.12 0.13 -0.17
H 5.00519 6.95440 9.12743 -0.08 0.06 -0.03
H 3.96560 -8.77603 -3.89981 0.16 0.21 0.23
O -8.47921 5.71864 2.62507 1.43 -1.20 -0.69
H 7.42693 -8.87829 -1.47928 -0.25 -0.12 -0.41
C 3.30211 3.38793 6.80224 1.59 -0.26 -0.53
H -1.14513 -6.08875 -3.23011 0.14 -0.16 0.64
H 2.51004 -2.28859 -1.57989 0.02 0.17 -0.06
H -3.08514 7.05636 1.85107 0.12 -0.15 -0.11
H -1.04151 2.37744 -0.54306 -0.15 0.17 -0.03
C 0.12230 0.04921 -1.40109 -0.85 -1.00 -0.19
H 13.22022 -3.74053 3.24054 -0.70 0.39 0.88
H 0.71261 0.95451 -1.54280 0.42 0.18 0.56
H 0.52065 7.48762 -2.68651 -0.84 -0.10 -0.19
H -1.99730 3.38499 4.31362 0.15 0.15 -0.33
H -2.00766 1.59892 -1.80718 -0.04 -0.09 -0.06
C -7.11589 -2.08752 -3.27279 0.37 0.41 0.16
```
Forces are in eV/Å.

Calculated values
* LUMO: 0.08 eV
* HOMO: -9.0785 eV
* total energy: -3685.8088 hartree
* orbital gap: 9.2 eV
* charge: 0
* ΔE to the lowest compared entry with this formula, charge and spin: 587.4 kJ/mol

These are the Mulliken partial charges, in e, on atoms 1 to 6: C -0.19; N -0.66; C -0.95; H 0.38; H 0.24; H 0.34